Run a
This record from the Open Molecules 2025 dataset describes one molecule with the formula C11H23N5O3S. The level of theory is ωB97M-V/def2-TZVPD.

Last column: natural (NBO) charge in e.
Positions of all 43 atoms, in Å:
1 H -5.2837 -2.3978 1.8570  0.327
2 N -4.6370 -2.3175 0.9367  -0.753
3 C -4.9254 -1.0402 0.5200  0.584
4 N -5.8952 -0.0886 1.1357  -0.840
5 N -4.3843 -0.2997 -0.5140  -0.648
6 C -3.8823 1.1239 -0.5030  -0.213
7 C -2.8359 1.4051 0.5650  -0.438
8 C -1.5854 0.3613 0.5997  -0.409
9 C -0.7507 0.1889 -0.6651  -0.097
10 N 0.1597 -0.7642 -0.1793  -0.598
11 C 1.0873 -0.9459 -1.1394  0.655
12 O 0.9687 -0.4054 -2.3000  -0.634
13 C 2.4514 -1.4600 -0.7558  -0.160
14 N 3.1200 -2.1989 -1.9213  -0.804
15 C 3.4816 -0.2344 -0.4416  -0.398
16 C 4.7246 -0.8270 0.3254  -0.593
17 S 6.0502 0.1927 0.7405  0.293
18 C 5.3362 1.0300 2.0999  -0.785
19 C -0.0597 1.6618 -1.1632  0.790
20 O -0.9100 2.3068 -1.8191  -0.628
21 O 1.1931 2.0602 -0.9095  -0.687
22 H -6.5437 -0.7952 1.6407  0.358
23 H -6.4598 0.2336 0.4367  0.361
24 H -3.6006 -0.8591 -0.9194  0.372
25 H -4.8018 1.6690 -0.5050  0.212
26 H -3.5494 1.1927 -1.6580  0.226
27 H -2.5826 2.4554 0.4100  0.229
28 H -3.2995 1.4898 1.6403  0.229
29 H -0.8957 0.7216 1.3323  0.199
30 H -1.8222 -0.6665 0.9566  0.244
31 H -1.1829 -0.2317 -1.4482  0.224
32 H 0.8199 -0.3686 0.7254  0.399
33 H 2.4675 -2.2683 0.0711  0.211
34 H 2.7315 -1.6264 -2.7574  0.369
35 H 2.3859 -2.8892 -2.1232  0.341
36 H 2.9531 0.5989 0.0376  0.212
37 H 3.7810 0.0670 -1.5100  0.234
38 H 5.1798 -1.6061 -0.2359  0.248
39 H 4.3440 -1.4161 1.1868  0.203
40 H 6.1325 1.6056 2.4289  0.226
41 H 4.8570 0.3827 2.8811  0.211
42 H 4.5456 1.7789 1.9983  0.208
43 H 1.1170 3.1808 -1.0575  0.519

Results
HOMO energy = -8.66 eV
E_LUMO = 0.074 eV
SMILES = [H]/N=C(\N)NCCC[C@H](NC(=O)[C@@H](N)CCSC)C(=O)O
HOMO-LUMO gap = 8.73 eV



Run b
This record from the Open Molecules 2025 dataset describes one molecule with the formula C11H23N5O3S. The level of theory is ωB97M-V/def2-TZVPD.

Last column: natural (NBO) charge in e.
Positions of all 43 atoms, in Å:
1 H -6.6533 -1.6775 0.3581  0.336
2 N -6.7508 -0.7689 -0.1320  -0.738
3 C -5.7620 -0.0200 0.1674  0.582
4 N -5.5816 1.2622 -0.4335  -0.832
5 N -4.6326 -0.3882 0.9924  -0.633
6 C -3.3029 0.0821 0.6844  -0.220
7 C -2.7443 -0.4639 -0.6653  -0.432
8 C -1.4507 0.1631 -1.1858  -0.414
9 C -0.3472 -0.0460 -0.2121  -0.161
10 N 0.6786 1.0300 -0.5557  -0.610
11 C 1.8361 1.0278 0.2501  0.723
12 O 1.9097 0.3877 1.3397  -0.688
13 C 3.0639 1.9224 -0.1038  -0.128
14 N 3.7143 2.3347 1.0983  -0.848
15 C 3.9433 1.0589 -1.1943  -0.419
16 C 4.6225 -0.1254 -0.4703  -0.562
17 S 3.7208 -1.6995 -0.6534  0.209
18 C 3.6219 -2.3150 0.9895  -0.771
19 C 0.0019 -1.5474 -0.1767  0.780
20 O -0.4157 -2.3434 -0.9932  -0.577
21 O 0.6433 -1.9775 0.9371  -0.692
22 H -5.4621 1.9238 0.2576  0.363
23 H -6.5578 1.4316 -0.7478  0.386
24 H -4.7001 -1.4061 0.9582  0.369
25 H -2.6690 -0.1914 1.4996  0.199
26 H -3.3259 1.1533 0.6245  0.196
27 H -3.5019 -0.3163 -1.5248  0.225
28 H -2.5801 -1.5571 -0.7044  0.228
29 H -1.1226 -0.2234 -2.1944  0.240
30 H -1.6410 1.2053 -1.1430  0.209
31 H -0.5592 0.1420 0.8349  0.218
32 H 0.7919 1.2741 -1.5200  0.404
33 H 2.6420 2.7233 -0.6918  0.203
34 H 4.6038 2.9640 1.0465  0.390
35 H 3.9269 1.3166 1.6022  0.388
36 H 3.2231 0.6407 -2.0309  0.215
37 H 4.6929 1.7092 -1.6759  0.218
38 H 4.9139 0.0925 0.6239  0.217
39 H 5.5999 -0.3170 -0.8684  0.225
40 H 4.5400 -2.5573 1.3788  0.202
41 H 3.1948 -1.5355 1.7002  0.225
42 H 2.9584 -3.2324 1.0709  0.257
43 H 0.9171 -1.1363 1.4634  0.518

Results
HOMO energy = -8.51 eV
E_LUMO = 0.549 eV
SMILES = [H]/N=C(/N)NCCC[C@H](NC(=O)[C@@H](N)CCSC)C(=O)O
HOMO-LUMO gap = 9.06 eV



run b (3.577 eV below the next structure)



Run a
This record from the Open Molecules 2025 dataset describes a 2-piece molecular cluster, C4H14NO2 overall. The level of theory is ωB97M-V/def2-TZVPD.

Last column: natural (NBO) charge in e.
Positions of all 21 atoms, in Å:
1 O 0.3325 1.2918 -2.2186  -0.732
2 C -0.9974 0.8974 -2.1102  -0.138
3 C -1.2820 0.4924 -0.6478  -0.288
4 N -0.2883 -0.6528 -0.3593  -0.702
5 C -0.4029 -1.2596 1.0097  -0.388
6 C -0.1668 -0.1476 2.0745  -0.634
7 H 0.4773 2.2180 -2.2372  0.487
8 H -1.6463 1.8032 -2.1503  0.165
9 H -1.4491 0.1877 -2.7930  0.203
10 H -1.1070 1.2662 0.0851  0.200
11 H -2.2409 0.0553 -0.3949  0.206
12 H 0.6798 -0.3564 -0.5655  0.439
13 H -0.4885 -1.4581 -1.0300  0.160
14 H -1.4416 -1.5831 1.1122  0.201
15 H 0.3940 -1.9814 1.1692  0.230
16 H 0.8493 -0.1378 2.4560  0.210
17 H -0.2934 0.8739 1.7153  0.200
18 H -0.9144 -0.2422 2.8687  0.215
19 H 3.1780 0.0334 1.2631  0.460
20 H 3.8000 -0.9226 0.3424  0.467
21 O 3.0076 -0.3778 0.4106  -0.962

Results
HOMO energy (alpha / beta) = -2.62 / -11.16 eV
E_LUMO (alpha / beta) = 0.601 / 0.387 eV
Spin multiplicity = 2
HOMO-LUMO gap (alpha / beta) = 3.22 / 11.55 eV
⟨S²⟩ = 0.751



Run b
This record from the Open Molecules 2025 dataset describes a 3-piece molecular cluster, C4H14NO2 overall. The level of theory is ωB97M-V/def2-TZVPD.

Last column: natural (NBO) charge in e.
Positions of all 21 atoms, in Å:
1 C -0.6048 -0.1260 -1.7009  -0.316
2 C -0.8603 -1.5183 -0.9690  -0.438
3 C -0.1603 -1.4173 0.3779  -0.364
4 C -0.9303 -1.3564 1.4928  -0.623
5 N -1.0731 1.0984 -0.9364  -0.731
6 H -1.1611 -0.3922 -2.5987  0.191
7 H 0.4949 -0.0516 -1.8370  0.185
8 H -0.3840 -2.2842 -1.6025  0.212
9 H -1.9460 -1.5226 -0.8523  0.194
10 H 1.0042 -1.3475 0.3520  0.167
11 H -0.4557 -1.7141 2.4016  0.191
12 H -2.0053 -1.0721 1.4364  0.145
13 H -0.2765 1.5705 -0.4527  0.470
14 H -1.8430 0.9280 -0.2293  0.359
15 H -1.4202 1.7222 -1.6983  0.413
16 H 2.8071 -0.4418 1.9198  0.491
17 H 3.1895 0.4139 0.7710  0.453
18 O 2.4958 0.4080 1.5063  -0.994
19 H 0.7678 3.0584 1.1013  0.482
20 H 1.4388 1.7322 1.0783  0.523
21 O 0.9225 2.3124 0.4397  -1.013

Results
HOMO energy (alpha / beta) = -2.36 / -7.60 eV
E_LUMO (alpha / beta) = 0.359 / 0.307 eV
Spin multiplicity = 2
HOMO-LUMO gap (alpha / beta) = 2.72 / 7.90 eV
⟨S²⟩ = 0.752



run a (1.060 eV below the next structure)



Run a
This record from the Open Molecules 2025 dataset describes a 2-piece molecular cluster, C23H29O2Si overall. The level of theory is ωB97M-V/def2-TZVPD.

Last column: natural (NBO) charge in e.
Positions of all 55 atoms, in Å:
1 C -1.6126 -2.0803 1.5539  -0.628
2 C -1.8024 -0.9078 2.4524  -0.226
3 C -0.8361 0.1212 2.3216  0.758
4 O 0.4440 -0.0380 2.1501  -0.761
5 Si 1.5271 1.3195 1.9379  1.855
6 C 3.1183 0.3517 2.0332  -1.143
7 C 1.3994 2.1293 0.2657  -1.149
8 C 1.2302 2.4706 3.3589  -1.159
9 O -1.3117 1.3444 2.2598  -0.477
10 C -2.8030 1.2621 2.3226  -0.057
11 C -3.1102 -0.2204 2.5148  -0.459
12 H -2.2905 -2.8869 1.8676  0.207
13 H -1.8442 -1.8196 0.4862  0.219
14 H -0.5762 -2.4451 1.5905  0.229
15 H 3.9801 1.0140 2.2106  0.251
16 H 3.0764 -0.4004 2.8360  0.246
17 H 3.2811 -0.1743 1.0803  0.251
18 H 2.1395 2.9454 0.2388  0.260
19 H 1.6490 1.4290 -0.5431  0.254
20 H 0.4114 2.5593 0.0598  0.253
21 H 2.1961 2.9170 3.6482  0.255
22 H 0.5506 3.2870 3.0759  0.259
23 H 0.8130 1.9655 4.2428  0.248
24 H -3.1215 1.8897 3.1595  0.210
25 H -3.1873 1.6511 1.3612  0.208
26 H -3.7221 -0.5615 1.6716  0.221
27 H -3.6692 -0.4264 3.4477  0.214
28 C -1.7988 -2.3160 4.5265  0.019
29 C -1.4629 -1.3339 5.5320  -0.048
30 C -0.2070 -0.6842 5.4995  -0.189
31 C 0.1527 0.2338 6.4803  -0.208
32 C -0.7444 0.5410 7.5222  -0.160
33 C -2.0182 -0.0641 7.5407  -0.210
34 C -2.3879 -0.9570 6.5366  -0.189
35 C -2.8770 -3.2027 4.6623  -0.323
36 C -2.9449 -4.4099 3.9597  -0.013
37 C -3.9802 -5.3842 4.1317  -0.060
38 C -3.9516 -6.5761 3.3488  -0.158
39 C -4.9531 -7.5292 3.4586  -0.218
40 C -6.0191 -7.3376 4.3576  -0.140
41 C -6.0685 -6.1641 5.1342  -0.202
42 C -5.0727 -5.2041 5.0267  -0.172
43 H -0.9851 -2.6198 3.8670  0.228
44 H 0.4823 -0.9132 4.6849  0.224
45 H 1.1280 0.7227 6.4405  0.229
46 H -0.4723 1.2842 8.2774  0.233
47 H -2.7174 0.1863 8.3378  0.232
48 H -3.4062 -1.3480 6.5025  0.213
49 H -3.7026 -2.9444 5.3281  0.214
50 H -2.1443 -4.6346 3.2431  0.221
51 H -3.1090 -6.7234 2.6707  0.222
52 H -4.8889 -8.4606 2.8773  0.236
53 H -6.7920 -8.1072 4.4690  0.235
54 H -6.8711 -6.0312 5.8621  0.232
55 H -5.1232 -4.3147 5.6536  0.213

Results
HOMO energy = -10.44 eV
E_LUMO = -4.880 eV
Total charge = +1
HOMO-LUMO gap = 5.56 eV



Run b
This record from the Open Molecules 2025 dataset describes an isolated ion of composition C23H29O2Si and charge +1. The level of theory is ωB97M-V/def2-TZVPD.

Last column: natural (NBO) charge in e.
Positions of all 55 atoms, in Å:
1 C 3.2464 -0.1751 3.4300  -1.152
2 Si 1.7972 -0.3055 2.2905  1.838
3 C 1.7279 1.0858 1.0683  -1.151
4 C 1.7314 -1.9508 1.4211  -1.149
5 O 0.5688 -0.1832 3.5954  -0.689
6 C -0.6829 0.0335 3.3896  0.929
7 C -1.6486 -0.1991 4.5284  -0.326
8 C -3.0669 -0.2084 3.9944  -0.396
9 C -3.1682 -0.8311 2.6200  -0.466
10 C -2.4518 -0.0444 1.5812  -0.024
11 O -1.0238 0.2851 2.1551  -0.487
12 H 4.1653 -0.1062 2.8333  0.254
13 H 3.1740 0.7095 4.0738  0.260
14 H 3.3084 -1.0633 4.0711  0.257
15 H 2.6389 1.0080 0.4515  0.265
16 H 0.8606 1.0318 0.3978  0.252
17 H 1.7360 2.0655 1.5633  0.257
18 H 2.5963 -1.9988 0.7385  0.271
19 H 1.8135 -2.7874 2.1288  0.258
20 H 0.8213 -2.0816 0.8196  0.247
21 H -1.3698 -1.2416 4.8092  0.264
22 H -3.7140 -0.7425 4.7136  0.262
23 H -3.4388 0.8328 3.9548  0.213
24 H -2.7839 -1.8554 2.6600  0.221
25 H -4.2254 -0.8646 2.3588  0.260
26 H -2.2747 -0.6083 0.6562  0.229
27 H -2.8448 0.9533 1.3865  0.219
28 C -3.8748 1.3010 6.8147  -0.156
29 C -4.8797 1.1833 7.8762  -0.124
30 C -6.1858 1.6861 7.6393  -0.176
31 C -7.2159 1.5741 8.5761  -0.211
32 C -6.9711 0.9789 9.8237  -0.192
33 C -5.6800 0.5127 10.1100  -0.226
34 C -4.6491 0.6144 9.1587  -0.129
35 C -2.6731 0.6790 6.7364  -0.190
36 C -1.5747 0.7866 5.6342  -0.262
37 C -0.2037 0.7355 6.3655  -0.032
38 C 0.7493 1.7364 6.2162  -0.217
39 C 2.0363 1.5578 6.7269  -0.207
40 C 2.3526 0.4137 7.4712  -0.208
41 C 1.3418 -0.5047 7.7806  -0.215
42 C 0.0507 -0.3106 7.2654  -0.173
43 H -4.1511 1.9572 5.9911  0.195
44 H -6.3907 2.1701 6.6797  0.207
45 H -8.2198 1.9414 8.3419  0.225
46 H -7.7743 0.8731 10.5533  0.226
47 H -5.4827 0.0576 11.0860  0.224
48 H -3.6461 0.2619 9.4147  0.199
49 H -2.3330 0.1687 7.6530  0.204
50 H -1.7247 1.7917 5.1991  0.224
51 H 0.4783 2.6536 5.6767  0.215
52 H 2.7995 2.3178 6.5486  0.225
53 H 3.3657 0.2450 7.8324  0.228
54 H 1.5344 -1.3628 8.4184  0.226
55 H -0.7484 -0.9934 7.5604  0.206

Results
HOMO energy = -10.75 eV
E_LUMO = -3.330 eV
Total charge = +1
HOMO-LUMO gap = 7.42 eV



run b (1.117 eV below the next structure)



Run a
This record from the Open Molecules 2025 dataset describes a 2-piece molecular cluster, C6H6Cl2O overall. The level of theory is ωB97M-V/def2-TZVPD.

Last column: natural (NBO) charge in e.
Positions of all 15 atoms, in Å:
1 Cl -2.3692 2.7502 1.3059  0.012
2 C -1.5396 1.4192 0.5099  -0.041
3 C -0.2860 1.7074 -0.0972  -0.230
4 C 0.4752 0.6731 -0.6434  -0.198
5 C -0.1694 -0.6272 -0.7797  -0.210
6 C -1.4567 -0.8168 -0.2881  -0.230
7 C -2.1687 0.1512 0.4204  -0.070
8 Cl -3.7461 -0.0778 1.0951  0.045
9 H 0.1607 2.7023 0.0302  0.238
10 H 1.5386 0.8067 -0.8820  0.232
11 H 0.2715 -1.5322 -1.2181  0.220
12 H -1.8135 -1.8325 -0.5041  0.231
13 O 4.0686 -1.6792 0.2209  -0.940
14 H 3.3826 -2.2052 -0.2493  0.469
15 H 3.6519 -1.4393 1.0794  0.472

Results
HOMO energy = -9.27 eV
E_LUMO = 0.536 eV
SMILES = Clc1ccccc1Cl.O
HOMO-LUMO gap = 9.81 eV



Run b
This record from the Open Molecules 2025 dataset describes a 2-piece molecular cluster, C6H6Cl2O overall. The level of theory is ωB97M-V/def2-TZVPD.

Last column: natural (NBO) charge in e.
Positions of all 15 atoms, in Å:
1 Cl 1.6835 -1.0317 1.1951  0.003
2 C 2.0476 -0.0224 -0.1794  -0.159
3 Cl 3.6386 0.7853 -0.1416  -0.038
4 C 1.3794 -0.1560 -1.5208  -0.174
5 C 0.9710 0.8157 -0.7816  -0.140
6 H 1.4429 -0.8674 -2.4217  0.265
7 H 0.5134 1.7654 -0.6689  0.244
8 C -1.7269 1.0246 1.6142  -0.381
9 C -1.3704 0.1222 0.7010  -0.080
10 C -1.6214 -0.8225 -0.1734  0.073
11 O -0.8236 -1.8010 -0.6765  -0.683
12 H -2.0759 0.7653 2.5143  0.193
13 H -1.5348 2.0220 1.5579  0.190
14 H -2.5429 -0.7855 -0.7997  0.203
15 H 0.0196 -1.8141 -0.2189  0.484

Results
HOMO energy = -9.05 eV
E_LUMO = 0.666 eV
SMILES = ClC1(Cl)C=C1.C=C=CO
HOMO-LUMO gap = 9.71 eV



run a (5.025 eV below the next structure)